C23H41IrNO2P2 as an isolated structure, computed with ωB97M-V/def2-TZVPD.

Structure (XYZ):
```
70
Properties=species:S:1:pos:R:3:forces:R:3:mulliken_charge:R:1
Ir 1.66042 -1.57208 0.41670 1.509 2.229 2.936 0.7620
C -0.65398 -1.13066 2.24689 0.155 -0.957 -2.177 0.7760
C -0.06409 -2.07219 1.24654 -1.527 -0.176 1.834 1.7323
C 1.20134 -1.97249 3.28070 -0.385 0.762 -0.112 0.3572
C 0.14167 -1.06450 3.37132 1.736 -0.205 0.889 0.9382
C 1.15713 -2.69777 2.01270 -1.907 -0.239 1.926 0.3159
C -1.99008 -0.50982 2.15109 -0.525 -0.355 0.376 -2.2611
H -2.53356 -0.77732 1.23208 0.266 0.274 0.380 0.2943
H -1.91081 0.58337 2.26405 -0.349 -0.474 0.125 0.6621
H -2.56143 -0.90451 3.00681 -0.137 0.256 -0.226 0.5788
C -0.13156 -0.22967 4.57026 -0.355 -0.233 0.003 -1.8902
H -1.18728 0.03199 4.58486 -0.007 0.130 0.201 0.4455
H 0.44659 0.69455 4.61611 0.123 -0.062 -0.129 0.3061
H 0.09098 -0.81723 5.45828 0.007 0.146 0.189 0.4330
C 2.15973 -2.22148 4.35968 0.767 -0.163 0.263 -2.4272
H 1.63427 -2.54236 5.26131 0.130 -0.120 0.065 0.5034
H 2.74363 -1.33784 4.62658 -0.202 0.201 -0.002 0.3637
H 2.90722 -2.95643 4.07225 -0.088 -0.229 0.128 0.3989
C 1.32155 -4.16692 2.03122 -0.091 -0.535 0.137 -1.4608
H 0.37897 -4.54183 2.48200 0.582 -0.234 -0.128 0.4064
H 2.17868 -4.48703 2.62326 -0.148 0.104 0.187 0.4235
H 1.44956 -4.62301 1.06087 -0.156 -0.095 -0.410 0.3036
C -0.98578 -3.00831 0.53229 -0.407 -0.421 -0.472 -1.9511
H -1.38735 -3.72805 1.26742 -0.166 0.285 -0.378 0.4137
H -0.48734 -3.59578 -0.25561 -0.186 0.172 0.646 0.4631
H -1.81344 -2.45783 0.04490 0.273 -0.334 0.326 0.2546
C -1.82181 4.07944 0.20750 2.285 -1.138 -1.599 0.1969
C -2.72520 3.13117 0.73848 -1.750 -0.040 0.659 -1.1272
C -2.84177 1.85687 -0.01382 0.162 0.224 -0.261 -0.5436
C -1.36886 1.36385 -0.12252 -0.488 0.191 0.379 1.3569
C -0.63999 2.69601 -0.29425 0.414 -0.304 2.191 -0.4670
C 0.06548 2.88843 -1.58204 1.183 0.231 0.356 -0.1303
C -0.30718 4.44144 -1.75737 -0.650 -0.013 -0.887 -0.9507
C -1.75655 4.71865 -1.17442 0.490 0.203 -0.910 -0.7714
H -3.19447 2.10245 -1.03149 0.042 -0.151 0.205 0.3093
H -1.32410 0.54821 -0.89160 0.414 1.039 0.324 -0.8520
H -3.55064 1.15895 0.38743 -0.308 -0.373 0.342 0.4389
H -2.55355 4.32155 -1.82442 0.360 0.138 0.025 0.2503
H -1.33867 4.76732 0.92182 -0.194 -0.547 -0.024 0.4265
H -3.15033 3.20398 1.73547 0.157 0.145 -0.117 0.3734
H -1.84718 5.82563 -1.14013 -0.226 -0.662 0.060 0.4614
H 0.42783 4.97274 -1.09578 -0.481 -0.597 -0.619 0.3958
H 1.16844 2.86328 -1.47528 -0.305 0.174 0.238 0.3377
H -0.19046 4.83530 -2.77080 0.036 0.057 0.115 0.4044
H -0.97606 0.84961 0.74222 -0.233 0.248 0.185 -1.0056
H -0.07775 3.07242 0.57988 0.620 -1.313 -0.585 0.5670
P 0.00684 1.27219 -2.74721 -1.809 3.962 -1.890 1.1563
C 0.31751 2.10683 -4.41079 0.712 -0.288 -0.190 -1.5376
C -1.71261 0.79344 -3.07661 -0.717 -0.466 0.117 -1.0244
P 1.42674 -1.77596 -1.65466 -0.249 0.280 -4.565 1.3467
C 1.21382 -0.07915 -2.59622 1.139 -0.820 0.006 -1.1601
C 0.42085 -3.08914 -2.48323 -0.446 0.314 -0.471 -1.4459
C 3.18912 -2.11866 -1.99565 1.183 0.091 -0.805 -1.4149
H 1.36192 2.34429 -4.67281 -0.224 -0.192 0.508 0.3762
H -0.23924 3.05061 -4.55269 0.012 -0.447 0.709 0.4095
H -0.04222 1.45041 -5.20545 0.058 -0.215 0.125 0.4964
H -1.96987 0.89378 -4.13491 0.342 -0.159 0.091 0.5637
H -2.43980 1.43134 -2.53293 0.737 -0.425 -0.243 0.0297
H -1.86061 -0.24682 -2.76529 -0.221 0.156 -0.114 0.3663
H 3.44279 -2.43993 -3.02851 -0.320 -0.021 0.510 0.4066
H 3.51213 -2.90353 -1.25851 -0.232 0.654 -0.829 0.4351
H 3.81585 -1.19889 -1.82663 -0.672 -0.812 0.116 0.4291
H 2.13948 0.43664 -2.24976 -0.439 -0.230 -0.273 0.3541
H 1.41025 -0.41397 -3.63425 -0.150 0.537 0.162 0.5823
H 0.86925 -4.08598 -2.40162 0.141 0.297 0.383 0.4388
H 0.23048 -2.96112 -3.55606 0.525 0.426 0.067 0.4512
H -0.58463 -3.11416 -2.06140 0.193 -0.003 0.115 0.3941
O 2.43491 0.34888 0.97834 1.526 -1.019 0.811 -0.4376
N 3.55731 -0.04257 1.59403 -0.982 0.607 -0.647 0.2895
O 3.73758 -1.25063 1.56937 -0.546 0.532 -0.346 -0.3178
```
Forces are in eV/Å.

Net charge: +2
DFT total energy, a.u.: -1892.27642
Spin multiplicity: 6
HOMO-LUMO gap (spin up / spin down), eV: 7.02 / 5.93
HOMO (spin up / spin down), Eh: -0.45608 / -0.52754
<S²>: 8.78



A 2-piece molecular cluster, C2H6N2O overall, computed with ωB97M-V/def2-TZVPD.

Structure (XYZ):
```
11
Properties=species:S:1:pos:R:3:forces:R:3:mulliken_charge:R:1
N -0.94154 0.38532 0.16291 -1.206 -0.245 1.194 -0.2593
C -2.10766 -0.11363 -0.31778 0.132 -0.210 -2.142 0.2117
O -2.46793 -0.19128 -1.52857 0.951 0.269 4.130 -0.5978
H -0.87983 0.45570 1.20317 0.403 0.053 -1.765 0.2254
H -0.36098 0.90986 -0.43122 0.967 0.627 -0.472 0.1913
H -2.55352 -0.47211 0.63447 -1.398 -0.527 -0.995 0.2259
C 3.20236 -0.32110 0.92490 -1.134 2.126 -4.700 -0.1927
N 1.98210 0.14185 0.67043 3.201 -0.842 -0.212 -0.4197
H 3.71874 -0.91289 1.67896 -1.134 0.277 0.654 0.2650
H 3.86849 -0.08280 0.00257 -0.159 -0.825 1.938 0.1115
H 2.09841 0.55059 -0.33544 -0.623 -0.702 2.368 0.2386
```
Forces are in eV/Å.

Net charge: 0
DFT total energy, a.u.: -264.48912
SMILES string: NC=O.C=N
HOMO-LUMO gap, eV: 10.53
HOMO, Eh: -0.36013
Energy above the lowest of the compared OMol25 structures with the same formula, charge and spin, kJ/mol: 257.8



One molecule with the formula C3H4N2O, computed with ωB97M-V/def2-TZVPD.

Structure (XYZ):
```
10
Properties=species:S:1:pos:R:3:forces:R:3:mulliken_charge:R:1
N 1.80632 -0.18209 -0.35342 0.024 -0.014 0.108 -0.5280
C 0.46190 -0.16168 -0.04170 -0.140 0.113 -0.023 0.4836
C -0.58113 0.56804 -0.52859 0.111 -0.043 0.027 -0.3927
C -1.67673 0.08777 0.23133 -0.058 -0.129 0.132 -0.2852
N -1.33842 -0.85116 1.07465 -0.257 0.260 -0.226 -0.3685
O 0.03442 -1.00480 0.90588 0.301 0.012 -0.097 -0.1628
H 2.33177 -0.86923 0.16915 -0.076 0.055 0.021 0.2640
H 2.24349 0.72826 -0.31280 -0.037 -0.103 -0.101 0.2504
H -0.56685 1.29026 -1.32965 -0.014 -0.072 0.152 0.3477
H -2.71476 0.39463 0.18515 0.146 -0.078 0.006 0.3915
```
Forces are in eV/Å.

Net charge: 0
DFT total energy, a.u.: -301.42234
SMILES string: Nc1ccno1
HOMO-LUMO gap, eV: 9.75
HOMO, Eh: -0.32590
Energy above the lowest of the compared OMol25 structures with the same formula, charge and spin, kJ/mol: 170.4



A 2-piece molecular cluster, C2H5BrSi overall, computed with ωB97M-V/def2-TZVPD.

Structure (XYZ):
```
9
Properties=species:S:1:pos:R:3:forces:R:3:mulliken_charge:R:1
C 0.23496 0.67333 0.63428 0.600 -5.500 1.463 -0.6270
C 0.84972 0.01442 -0.63688 1.437 -0.105 -0.266 -0.5574
Si -0.85797 -0.55696 -0.26863 0.587 -1.884 3.296 0.2797
Br -2.74726 0.12474 -1.06854 -0.416 0.059 -0.494 -0.1879
H 0.66335 0.17846 1.58986 -0.742 1.111 -1.515 0.1877
H 0.13112 1.66461 0.71583 -0.395 3.581 0.015 0.4217
H 1.08177 0.76121 -1.44522 -0.133 -1.196 0.679 0.2713
H 1.66936 -0.74369 -0.35887 -1.157 1.335 -0.949 0.2431
H -1.02504 -2.11613 0.83816 0.220 2.601 -2.230 -0.0312
```
Forces are in eV/Å.

Net charge: 0
DFT total energy, a.u.: -2942.64637
HOMO-LUMO gap, eV: 9.32
HOMO, Eh: -0.33259
Energy above the lowest of the compared OMol25 structures with the same formula, charge and spin, kJ/mol: 165.7